Molecular formula: C55H74BrGe2N3O2S2Ti
Method: DFT, ωB97M-V/def2-TZVPD

Values from the calculation:
- Electronic energy: -294662.8162 eV
- Kohn-Sham gap (spin up / spin down): 3.49 / 6.13 eV

ORCA input file:
```
! RIJCOSX wB97M-V def2-TZVPD def2/J DEFGRID3
* xyz -2 3
C 2.184 4.154 0.277
H 7.001 -0.216 -0.283
C 2.325 0.292 -2.913
C -3.890 -1.168 6.326
H 0.416 5.822 -0.456
H -1.912 4.562 -3.856
C -0.925 -3.448 -4.386
H 5.055 2.857 2.890
C 3.667 0.290 -3.360
H 2.467 -5.441 -0.887
H 5.213 0.342 3.029
C 1.985 0.366 -1.512
H -4.446 -1.014 7.243
H -0.681 -1.237 5.194
O 0.713 0.383 -1.191
H 2.422 -3.516 0.379
C 0.333 -4.487 -6.296
H -3.525 8.504 0.751
C -0.394 -5.484 4.279
H 1.296 4.387 -1.690
H -4.262 1.079 3.834
Br -2.360 0.012 -2.643
H 3.455 0.267 3.197
H -2.914 -3.324 -6.377
H -3.061 -0.245 0.966
C -4.559 -1.441 5.118
C -0.026 -3.351 -2.093
H -0.739 -4.022 0.394
C 1.761 -2.996 -0.321
C -3.855 -1.625 3.952
C -1.583 -2.253 -4.154
H 3.297 2.724 3.094
C 1.366 3.628 -0.905
H 0.836 0.243 -5.978
H 1.240 -5.919 -2.055
H 0.526 -5.211 0.749
H 0.948 -5.097 -5.633
C -1.376 3.160 -2.288
H -3.577 6.071 1.018
H -0.560 0.959 3.662
H -2.220 -4.683 3.477
H 1.173 -2.283 0.245
C 6.075 -0.385 0.272
H -2.171 -1.762 -4.916
C 1.633 0.258 -5.242
C -1.174 1.854 3.717
H 5.422 -1.032 -0.314
C -0.572 -3.340 3.200
H 1.907 2.793 -1.358
H 0.222 3.277 2.846
H -6.368 2.168 2.798
H 4.383 2.227 4.406
H -1.155 -6.163 -4.691
H -0.025 -0.650 2.712
C -2.439 -1.525 3.941
H -1.486 9.631 -0.101
H 6.023 1.624 1.077
C -0.439 6.409 -0.164
C -2.647 7.918 0.498
H 1.248 -2.203 3.070
C -0.788 -2.168 -1.804
C 5.358 0.938 0.539
H -1.863 -6.154 -6.317
H 0.524 2.931 4.549
H -5.532 1.030 1.729
H -2.895 4.481 2.203
H 1.567 -6.024 4.996
N 3.006 0.434 -0.627
H -0.639 -5.504 -0.561
H -5.643 -1.485 5.098
H -1.452 -2.515 -6.972
C -2.496 0.653 0.695
Ti -0.477 0.198 0.196
H 3.203 0.291 -6.723
C 1.316 0.262 -3.898
C -1.054 -4.228 -5.689
C 1.798 -5.065 -1.663
C 0.866 -4.018 -1.043
C -2.670 6.542 0.663
C -4.216 1.953 3.181
H 2.370 -2.445 -1.043
C 4.253 2.253 3.321
H 1.652 4.930 0.834
C -1.740 -5.572 -5.397
C -2.487 -1.103 6.324
N -0.620 -0.960 1.952
H 2.406 -4.634 -2.462
C -1.553 5.749 0.363
H 0.851 -3.541 -6.464
H -1.961 -0.891 7.249
H -0.839 2.531 -3.006
S -1.623 -2.102 2.480
C 4.272 0.831 2.753
H 4.454 0.295 -2.621
H -2.726 -5.403 -4.959
H 0.238 -5.010 -7.252
H -3.049 1.172 -0.095
C -1.475 4.577 -2.851
C -1.894 -3.483 -6.730
C -1.159 -4.529 3.642
C 1.542 -4.074 4.083
C 3.970 0.289 -4.706
H -0.830 3.977 4.076
H -0.854 -6.405 4.618
C 2.928 0.665 0.654
H 3.145 4.575 -0.046
H -1.942 -4.075 -7.647
C -0.146 -3.942 -3.340
C -5.435 1.982 2.255
C -1.553 4.284 0.592
Ge -0.487 2.855 -0.472
C -1.514 8.554 0.013
C -0.263 3.084 3.804
C 0.967 -5.268 4.505
C 2.959 0.279 -5.667
H -5.323 2.766 1.499
N 4.147 0.771 1.312
S 1.506 0.890 1.632
H -2.101 5.210 -2.223
H -4.370 -1.829 3.018
H -4.218 2.835 3.832
C 0.787 -3.114 3.434
H -0.494 5.053 -2.925
H 0.475 8.255 -0.738
C -1.763 -1.286 5.169
O -0.858 -1.578 -0.638
H 2.400 3.345 0.973
H 5.010 0.303 -5.017
H 2.598 -3.899 4.254
H -1.778 1.764 4.624
Ge -2.472 1.934 2.176
H 0.278 0.254 -3.587
H 0.409 -4.855 -3.515
H -2.389 2.748 -2.209
C -1.486 -1.651 -2.917
C -0.412 7.783 -0.331
H 6.322 -0.888 1.210
C -2.325 3.790 1.571
C -0.052 -4.736 -0.049
H 5.090 1.397 -0.411
*
```

These are the Mulliken partial charges, in e, on atoms 1 to 99: atom 1 (C): -0.49, atom 2 (H): 0.37, atom 3 (C): 1.16, atom 4 (C): -0.63, atom 5 (H): 0.45, atom 6 (H): 0.45, atom 7 (C): -0.57, atom 8 (H): 0.32, atom 9 (C): -0.88, atom 10 (H): 0.49, atom 11 (H): 0.50, atom 12 (C): -0.83, atom 13 (H): 0.33, atom 14 (H): 0.25, atom 15 (O): 0.83, atom 16 (H): 0.78, atom 17 (C): -1.66, atom 18 (H): 0.38, atom 19 (C): -0.62, atom 20 (H): 0.73, atom 21 (H): 0.17, atom 22 (Br): -0.04, atom 23 (H): 0.05, atom 24 (H): 0.38, atom 25 (H): 0.78, atom 26 (C): -0.50, atom 27 (C): -0.68, atom 28 (H): 0.24, atom 29 (C): -1.51, atom 30 (C): -0.52, atom 31 (C): -0.12, atom 32 (H): -0.04, atom 33 (C): -0.87, atom 34 (H): 0.44, atom 35 (H): 0.46, atom 36 (H): 0.43, atom 37 (H): 0.30, atom 38 (C): -0.71, atom 39 (H): 0.46, atom 40 (H): -0.31, atom 41 (H): 0.41, atom 42 (H): -0.35, atom 43 (C): -1.25, atom 44 (H): 0.59, atom 45 (C): -1.02, atom 46 (C): 0.11, atom 47 (H): 0.15, atom 48 (C): 0.79, atom 49 (H): 0.03, atom 50 (H): 0.01, atom 51 (H): 0.39, atom 52 (H): 0.45, atom 53 (H): 0.30, atom 54 (H): -0.52, atom 55 (C): 1.21, atom 56 (H): 0.35, atom 57 (H): 0.48, atom 58 (C): 0.50, atom 59 (C): -0.78, atom 60 (H): 0.49, atom 61 (C): 0.66, atom 62 (C): -0.69, atom 63 (H): 0.46, atom 64 (H): 0.39, atom 65 (H): 0.28, atom 66 (H): 0.15, atom 67 (H): 0.36, atom 68 (N): 0.18, atom 69 (H): 0.36, atom 70 (H): 0.36, atom 71 (H): 0.38, atom 72 (C): -1.13, atom 73 (Ti): -2.66, atom 74 (H): 0.34, atom 75 (C): -0.41, atom 76 (C): 1.97, atom 77 (C): -2.53, atom 78 (C): 3.20, atom 79 (C): -0.74, atom 80 (C): -0.54, atom 81 (H): 0.31, atom 82 (C): -0.86, atom 83 (H): 0.27, atom 84 (C): -1.63, atom 85 (C): -0.62, atom 86 (N): 0.34, atom 87 (H): 0.42, atom 88 (C): 0.38, atom 89 (H): 0.35, atom 90 (H): 0.36, atom 91 (H): 0.17, atom 92 (S): -0.37, atom 93 (C): -0.63, atom 94 (H): 0.32, atom 95 (H): 0.33, atom 96 (H): 0.47, atom 97 (H): 0.87, atom 98 (C): -1.32, atom 99 (C): -2.21

***

Molecular formula: C55H79N2P2PtSi
Method: DFT, ωB97M-V/def2-TZVPD

Values from the calculation:
- Electronic energy: -91001.7801 eV
- Kohn-Sham gap: 7.36 eV
- Relative energy (zero: lowest compared OMol25 entry of this formula, charge and spin): 0.0 kcal/mol

ORCA input file:
```
! RIJCOSX wB97M-V def2-TZVPD def2/J DEFGRID3
* xyz 1 1
C -2.656 1.736 1.760
C -3.533 -2.096 -0.384
C -4.002 1.965 -2.379
C 0.408 2.815 2.194
H 5.092 -4.748 2.223
H -0.060 -5.204 -2.489
C -5.816 -2.655 -0.944
C -5.095 1.887 1.066
H 0.719 -3.105 -1.368
H -3.276 1.767 3.822
H 7.368 -3.096 1.091
C -1.324 -3.552 -3.063
C -1.859 -0.693 3.110
C -1.941 -0.488 4.485
H -2.357 2.473 1.003
C -3.882 0.979 1.237
H 1.767 4.478 2.421
C 5.179 2.402 -3.190
H -6.780 -3.057 -0.657
H -2.035 2.769 -2.361
H -2.002 -1.873 -4.193
H -3.354 -3.426 5.400
H -1.822 -3.661 -2.097
H -0.422 1.759 3.858
P -1.706 -0.903 -2.064
H -6.428 -2.215 -2.956
H -0.174 2.365 -1.356
H 3.219 0.765 4.055
C 0.129 -1.742 -4.085
H 1.486 -1.247 -2.481
C 2.346 1.408 3.915
C -2.939 -2.659 4.758
H -3.177 -3.821 2.982
C 3.405 1.236 -1.054
N 1.504 -1.509 0.493
H 6.021 -0.518 2.226
C 2.727 2.679 3.163
C 3.902 4.525 -2.953
C 3.852 -1.136 0.633
H -3.647 0.480 0.292
H 4.669 4.277 -0.313
C -2.478 -1.469 5.306
C 5.234 3.671 -1.024
C 1.311 -2.076 -3.171
H 4.698 -0.508 0.396
H -2.315 1.611 -1.066
H 4.773 5.064 -3.325
H -4.387 2.768 -1.747
H 6.437 -4.087 3.146
H -2.533 -1.305 6.374
H 1.114 3.874 3.931
Pt -0.533 -0.566 -0.038
H 5.621 2.799 -0.493
H -4.132 0.182 1.949
Si -1.993 -2.179 0.705
C 4.047 -2.264 1.425
H 6.953 -1.678 3.169
H -3.887 1.332 -5.769
C 2.910 -3.005 1.720
H -4.897 2.618 0.275
H 4.416 0.875 -0.942
C 6.370 -2.827 0.740
C 0.035 -4.258 -3.026
C 2.588 -0.783 0.182
H -4.246 -1.302 -3.614
C 1.262 0.640 3.165
H -6.273 3.306 2.190
H 3.269 4.286 -3.811
H 1.671 0.300 2.208
H -1.699 1.597 -4.905
C -1.436 -4.002 0.618
C -2.845 -2.872 3.391
C -4.259 2.269 -3.850
H -2.334 -4.612 0.478
C 5.437 -2.612 1.939
H -2.166 3.071 3.417
H -3.953 4.185 2.091
H -1.977 -4.055 -3.779
N 1.075 0.864 -0.722
C -2.290 0.791 -4.454
H -1.582 0.430 4.933
H 6.087 4.257 -1.371
H 0.973 -0.258 3.717
H 0.351 -4.520 -4.040
C 1.859 2.854 -1.802
H 4.786 -3.770 3.671
H -4.537 1.053 -2.092
C 4.360 3.264 -2.220
H 4.566 2.061 -4.027
H -3.726 3.187 -4.126
H 3.144 2.405 2.184
C -4.771 -2.634 -0.034
C -2.302 -1.902 2.549
C 0.860 2.043 -1.308
H 0.197 -2.346 -4.995
H 2.211 -2.161 -3.785
C 1.681 -2.593 1.243
C 5.426 -3.879 2.793
C -2.507 1.806 -2.124
H -2.011 -0.105 -5.007
C -3.360 -1.575 -1.671
H 1.584 3.791 -2.263
C 5.954 -1.447 2.796
C -1.841 0.716 -2.976
H 6.005 -3.631 0.099
H 3.508 3.224 3.696
H -0.771 0.950 -3.011
H 0.769 2.590 1.182
C -3.765 1.110 -4.707
C -4.211 3.419 2.832
H 2.022 -3.905 -2.229
H 1.988 1.673 4.916
H -0.963 -4.353 1.536
C 1.502 3.562 2.954
C -5.621 -2.177 -2.235
H -5.947 1.290 0.732
C 2.354 0.473 -0.563
C 0.030 1.505 2.894
H 5.604 1.524 -2.699
H -0.471 3.455 2.079
C -5.427 2.636 2.351
C -4.393 -1.650 -2.600
C 3.186 2.449 -1.697
H 2.956 -3.895 2.330
H 5.301 -1.273 3.654
H 3.355 5.202 -2.294
H -5.318 2.456 -4.031
C -3.014 2.494 3.045
H 0.186 -0.704 -4.421
H 6.464 -1.925 0.133
H 6.008 2.987 -3.592
H -0.767 -4.218 -0.218
H -4.434 3.946 3.762
H -4.923 -3.038 0.962
H -5.730 1.925 3.128
H 0.788 -3.154 1.486
C -1.225 -2.056 -3.446
C 1.081 -3.368 -2.367
H -4.396 0.242 -4.506
P -1.226 0.556 1.922
*
```

These are the Mulliken partial charges, in e, on atoms 1 to 99: atom 1 (C): 0.25, atom 2 (C): 0.85, atom 3 (C): -0.42, atom 4 (C): 0.06, atom 5 (H): 0.40, atom 6 (H): 0.54, atom 7 (C): -0.96, atom 8 (C): -0.74, atom 9 (H): -1.02, atom 10 (H): 0.25, atom 11 (H): 0.47, atom 12 (C): -0.17, atom 13 (C): -0.34, atom 14 (C): -0.55, atom 15 (H): 0.92, atom 16 (C): 0.09, atom 17 (H): 0.45, atom 18 (C): -1.60, atom 19 (H): 0.45, atom 20 (H): 1.14, atom 21 (H): 1.01, atom 22 (H): 0.45, atom 23 (H): -0.27, atom 24 (H): 1.09, atom 25 (P): 0.16, atom 26 (H): 0.46, atom 27 (H): 0.03, atom 28 (H): 0.34, atom 29 (C): -1.84, atom 30 (H): -0.39, atom 31 (C): -1.35, atom 32 (C): -0.99, atom 33 (H): 0.48, atom 34 (C): -1.10, atom 35 (N): 0.81, atom 36 (H): 0.28, atom 37 (C): -0.21, atom 38 (C): -2.10, atom 39 (C): -0.57, atom 40 (H): -0.95, atom 41 (H): 0.33, atom 42 (C): -0.88, atom 43 (C): -1.53, atom 44 (C): 0.01, atom 45 (H): 0.52, atom 46 (H): -1.27, atom 47 (H): 0.44, atom 48 (H): 0.33, atom 49 (H): 0.45, atom 50 (H): 0.47, atom 51 (H): 0.37, atom 52 (Pt): 3.37, atom 53 (H): 0.30, atom 54 (H): 0.45, atom 55 (Si): 1.12, atom 56 (C): -0.01, atom 57 (H): 0.47, atom 58 (H): 0.51, atom 59 (C): -1.12, atom 60 (H): -0.04, atom 61 (H): 0.70, atom 62 (C): -1.59, atom 63 (C): -1.68, atom 64 (C): -0.12, atom 65 (H): 0.56, atom 66 (C): 0.28, atom 67 (H): 0.46, atom 68 (H): 0.41, atom 69 (H): -0.69, atom 70 (H): 0.55, atom 71 (C): -1.64, atom 72 (C): -0.26, atom 73 (C): -1.32, atom 74 (H): 0.59, atom 75 (C): 1.89, atom 76 (H): 0.33, atom 77 (H): 0.36, atom 78 (H): 0.29, atom 79 (N): 0.76, atom 80 (C): -1.36, atom 81 (H): 0.42, atom 82 (H): 0.46, atom 83 (H): 0.66, atom 84 (H): 0.47, atom 85 (C): -0.96, atom 86 (H): 0.40, atom 87 (H): 0.13, atom 88 (C): 1.84, atom 89 (H): 0.35, atom 90 (H): 0.40, atom 91 (H): -0.06, atom 92 (C): -0.17, atom 93 (C): 0.76, atom 94 (C): -0.88, atom 95 (H): 0.45, atom 96 (H): 0.57, atom 97 (C): -0.57, atom 98 (C): -2.13, atom 99 (C): -0.27